[1]
Computed, not measured: an isolated ion of composition C2H3O4S and charge -1, with wB97M-V/def2-TZVPD.

Cartesian coordinates (Å):
O: 1.9038 -2.3251 1.7815
S: 0.4883 -2.2762 1.5322
O: -0.3494 -2.0712 2.6954
O: -0.0508 -3.0896 0.4760
C: 0.2705 -0.2349 0.9109
C: 0.4055 -0.1199 -0.5389
O: 1.3515 0.4877 0.2996
H: -0.5702 0.1514 1.4606
H: 0.8925 -0.9278 -1.1238
H: -0.0706 0.6649 -1.1818

Forces on atoms 1 to 3 (eV/Å):
0.7033 -0.9778 0.0164
-0.2265 5.3108 -0.1456
-0.4526 -1.0997 0.6393

## Properties
ΔE to the lowest compared entry with this formula, charge and spin = 55.0 kcal/mol
structure (SMILES) = O=S(=O)([O-])[C@@H]1CO1
2S+1 = 1
LUMO energy = 4.141 eV
total charge = -1
Kohn-Sham gap = 8.6 eV

Löwdin population analysis, charges in e, atoms 1 to 5:
1. O -0.371
2. S 0.424
3. O -0.408
4. O -0.369
5. C -0.237

=====

[2]
Computed, not measured: C21H30AsFI3N3O5S2V as an isolated structure, with wB97M-V/def2-TZVPD.

Cartesian coordinates (Å):
V: -3.1168 -2.7031 -0.3873
C: 4.6636 -1.6262 0.0001
C: 3.6854 -1.6873 1.1604
N: 2.2885 -1.5684 0.7126
C: 1.4997 -2.6331 0.7584
C: 0.1824 -2.6298 0.3701
C: -0.5642 -3.8971 0.5248
O: -0.0332 -4.9521 0.7468
O: -1.8840 -3.7847 0.3601
C: -0.4056 -1.4485 -0.1355
O: -1.5854 -1.3634 -0.5740
C: 0.4395 -0.2677 -0.1275
C: -0.1024 0.9683 -0.4980
C: 0.6513 2.0895 -0.3520
F: 0.1143 3.2994 -0.6273
C: 1.9552 2.0487 0.1619
C: 2.5035 0.8328 0.4746
C: 1.7562 -0.3430 0.3380
N: 2.6751 3.2257 0.5420
C: 2.2221 3.7314 1.8358
C: 3.2583 4.6673 2.3971
N: 3.4800 5.7868 1.4007
C: 3.8675 5.2558 0.0446
C: 2.7962 4.2929 -0.4311
H: 5.6811 -1.7330 0.3761
H: 4.5998 -0.6826 -0.5417
H: 4.4768 -2.4347 -0.7073
H: 3.8559 -0.9288 1.9227
H: 3.7554 -2.6398 1.6802
H: 1.9375 -3.5520 1.1246
H: -1.1316 1.0238 -0.8236
H: 3.4936 0.8230 0.9030
H: 2.0490 2.8971 2.5262
H: 1.2520 4.2502 1.7514
H: 4.2195 4.1732 2.5274
H: 2.9375 5.1185 3.3340
H: 4.1842 6.4397 1.7417
H: 2.6039 6.3066 1.3111
H: 4.8221 4.7488 0.1731
H: 3.9819 6.1069 -0.6242
H: 3.1085 3.8863 -1.3932
H: 1.8569 4.8415 -0.5932
I: -5.0454 -4.4761 -0.3001
I: -7.6234 -2.3237 -5.2626
C: -6.2344 -1.2797 -1.9988
As: -4.9056 -2.1235 -3.0834
C: -4.9385 -3.8646 -3.8793
C: -4.3106 -0.8671 -4.3927
O: -3.4804 -2.2273 -2.0535
H: -7.1425 -1.2358 -2.5959
H: -5.8384 -0.2899 -1.7738
H: -6.3793 -1.8454 -1.0840
H: -5.1094 -3.7070 -4.9410
H: -5.7470 -4.4627 -3.4797
H: -3.9667 -4.3056 -3.6599
H: -5.1496 -0.6888 -5.0612
H: -3.4693 -1.2908 -4.9385
H: -4.0071 0.0507 -3.8908
I: -4.1273 -1.1811 1.3722
C: -0.4987 -2.2466 3.5405
O: -0.6694 -0.8960 3.1174
C: 0.3234 -0.0011 3.2897
S: 1.8414 -0.4947 3.8411
S: -0.1453 1.5776 2.9188
H: -1.4355 -2.7414 3.2932
H: -0.3073 -2.2922 4.6122
H: 0.3352 -2.7261 3.0266

Forces on atoms 1 to 3 (eV/Å):
0.1294 0.0626 -0.2289
0.0400 -0.0113 0.0085
-0.1014 -0.0209 0.0370

## Properties
ΔE to the lowest compared entry with this formula, charge and spin = 39.5 kcal/mol
2S+1 = 2
LUMO energy = -1.540 eV
Kohn-Sham gap = 5.3 eV

Löwdin population analysis, charges in e, atoms 1 to 5:
1. V 0.201
2. C -0.059
3. C -0.204
4. N -0.012
5. C 0.033

=====

[3]
Computed, not measured: a 2-piece molecular cluster, C4H12 overall, with wB97M-V/def2-TZVPD.

Cartesian coordinates (Å):
C: 0.1764 1.4485 0.3241
C: 0.1154 2.8215 -0.3793
H: 0.9066 0.6468 0.2018
H: 0.4234 1.4936 1.3992
H: -0.8049 0.9864 0.2466
H: 1.0424 3.2965 -0.0637
H: -0.1867 2.8112 -1.4200
H: -0.7845 3.2832 0.0413
C: 0.6261 -2.3389 0.0925
C: -0.7991 -1.8390 -0.1555
H: 0.7845 -2.7328 1.0926
H: 0.6257 -3.2797 -0.5004
H: 1.4027 -1.7439 -0.3738
H: -1.0301 -1.5602 -1.1764
H: -0.8870 -0.8740 0.3862
H: -1.6108 -2.4192 0.2849

Forces on atoms 1 to 3 (eV/Å):
-0.5346 -0.7052 1.0026
-0.2247 -1.1637 1.3871
0.3021 0.3042 -1.7403

## Properties
ΔE to the lowest compared entry with this formula, charge and spin = 23.4 kcal/mol
structure (SMILES) = CC.CC
2S+1 = 1
LUMO energy = 1.134 eV
Kohn-Sham gap = 12.1 eV

Löwdin population analysis, charges in e, atoms 1 to 5:
1. C -0.188
2. C -0.143
3. H 0.048
4. H 0.073
5. H 0.037

=====

[4]
Computed, not measured: a 11-piece molecular cluster, C39H63Br8N3O4 overall, with wB97M-V/def2-TZVPD.

Cartesian coordinates (Å):
C: 6.3802 -2.0855 0.8401
C: 5.9840 -3.2912 1.4246
C: 4.6627 -3.6779 1.2740
N: 3.7857 -3.0889 0.4306
C: 4.2017 -1.9629 -0.1564
C: 5.5052 -1.4832 -0.0327
H: 7.3595 -1.6535 0.9990
H: 6.7369 -3.6406 2.1229
H: 4.3165 -4.6273 1.6644
H: 3.4786 -1.4109 -0.7428
H: 5.7565 -0.5631 -0.5477
C: -6.4739 0.2314 4.5106
C: -6.1267 -0.9287 5.2107
C: -4.8380 -1.3688 5.0944
N: -3.9204 -0.8460 4.2582
C: -4.3015 0.2397 3.5850
C: -5.5200 0.8863 3.7496
H: -7.4539 0.6892 4.5629
H: -6.8427 -1.4499 5.8291
H: -4.4688 -2.2754 5.5659
H: -3.5257 0.6068 2.9180
H: -5.7221 1.8168 3.2392
C: -5.3437 -0.8857 -1.1035
C: -5.6675 0.2186 -0.3484
C: -5.1398 1.4591 -0.6888
N: -4.4074 1.6015 -1.7913
C: -4.1490 0.5447 -2.5782
C: -4.5190 -0.7345 -2.2043
H: -5.7476 -1.8627 -0.8703
H: -6.3048 0.0917 0.5198
H: -5.2536 2.2998 -0.0180
H: -3.7008 0.7063 -3.5498
H: -4.1663 -1.6326 -2.6965
C: -0.1202 -0.4481 1.4794
C: -0.8996 0.6746 0.7626
C: -1.3285 -0.0186 -0.5241
O: -0.1223 -0.7011 -0.8668
C: 0.4420 -1.2450 0.3025
H: -0.7328 -1.0517 2.1496
H: 0.7013 -0.1007 2.1080
H: -0.2801 1.5538 0.5883
H: -1.6551 1.0038 1.4834
H: -1.5961 0.6808 -1.3155
H: -2.1799 -0.6979 -0.4167
H: 1.5249 -1.3506 0.2251
H: 0.1577 -2.3088 0.3690
C: 3.2818 4.8274 -0.2340
C: 4.7038 4.4078 -0.6509
C: 4.5146 2.9425 -1.0957
O: 3.3077 2.4822 -0.5136
C: 2.5555 3.5226 0.0729
H: 2.7621 5.3371 -1.0480
H: 3.3543 5.4946 0.6237
H: 5.3803 4.4493 0.2003
H: 4.9847 5.0456 -1.4847
H: 5.3399 2.2633 -0.8849
H: 4.4216 2.9449 -2.1902
H: 2.5512 3.3923 1.1633
H: 1.5163 3.5280 -0.2550
C: 0.4416 -6.2883 -3.4622
C: 1.6157 -5.9790 -2.5431
C: 1.2260 -4.6801 -1.8244
O: 0.3833 -4.0513 -2.7972
C: -0.0956 -4.8875 -3.8332
H: -0.2913 -6.9196 -2.9551
H: 0.6927 -6.7724 -4.4087
H: 2.4380 -5.7098 -3.2180
H: 1.9718 -6.8404 -1.9818
H: 2.0624 -4.0454 -1.5444
H: 0.5846 -4.8119 -0.9480
H: 0.3618 -4.5489 -4.7662
H: -1.1850 -4.8695 -3.7867
C: 0.1322 4.8182 -2.8785
C: -0.6980 5.0998 -4.1333
C: -0.7418 3.7691 -4.8435
O: 0.5495 3.2347 -4.5739
C: 0.6844 3.4048 -3.1588
H: -0.3738 4.9245 -1.9230
H: 0.9712 5.5189 -2.8894
H: -0.3211 5.9365 -4.7208
H: -1.6684 5.5049 -3.8165
H: -0.9500 3.9182 -5.9099
H: -1.5702 3.0826 -4.6194
H: 1.7226 3.3470 -2.8288
H: 0.1755 2.6038 -2.6103
Br: -1.7616 -5.2577 3.1458
C: -1.9747 -3.4182 3.8495
C: -1.6565 -3.2176 5.3225
Br: 0.2523 -3.4972 5.6011
H: -2.9517 -2.9993 3.6191
H: -1.2364 -2.8800 3.2624
H: -2.2075 -3.9201 5.9451
H: -1.8452 -2.2120 5.6831
Br: 2.6123 -0.1272 -3.5198
C: 1.1594 -0.8686 -4.6064
C: -0.1226 -0.1801 -4.1946
Br: -1.4204 -0.1960 -5.6459
H: 1.0500 -1.9327 -4.4068
H: 1.3671 -0.6762 -5.6538
H: 0.0890 0.8698 -4.0020
H: -0.5526 -0.5959 -3.2874
Br: 6.3867 -2.3546 5.9093
C: 4.8604 -2.0161 4.7418
C: 4.9270 -0.6410 4.0837
Br: 3.0757 -0.1622 3.5730
H: 3.9457 -2.1158 5.3151
H: 4.8523 -2.7888 3.9769
H: 5.5445 -0.5389 3.1962
H: 5.3203 0.0945 4.7831
Br: -5.4483 4.9732 1.7114
C: -3.5979 5.3172 1.0596
C: -2.6196 4.1943 1.3953
Br: -0.8693 4.8014 0.7888
H: -3.2615 6.2236 1.5542
H: -3.7198 5.4897 -0.0028
H: -2.8950 3.3273 0.8008
H: -2.5798 3.9959 2.4594

Forces on atoms 1 to 3 (eV/Å):
-0.2668 -0.4841 -0.7863
0.5067 1.7912 0.8221
-0.0421 -1.0345 -1.3061

## Properties
structure (SMILES) = c1ccncc1.c1ccncc1.c1ccncc1.C1CCOC1.C1CCOC1.C1CCOC1.C1CCOC1.BrCCBr.BrCCBr.BrCCBr.BrCCBr
2S+1 = 1
LUMO energy = 0.301 eV
Kohn-Sham gap = 9.5 eV

Löwdin population analysis, charges in e, atoms 1 to 5:
1. C -0.091
2. C -0.080
3. C -0.151
4. N 0.072
5. C -0.147

=====

[5]
Computed, not measured: C45H54ClCrGeN3OPSi as an isolated structure, with wB97M-V/def2-TZVPD.

Cartesian coordinates (Å):
Cr: 0.0086 -0.4887 -0.7425
Cl: -2.9306 6.1678 -0.9086
C: -2.3334 4.5747 -0.5695
C: -2.7639 3.9046 0.5853
C: -2.3188 2.6390 0.8582
C: -1.4307 1.9629 -0.0038
O: -1.0920 0.7406 0.2842
C: -0.9681 2.6658 -1.1510
C: -0.0332 2.1435 -2.0935
N: 0.5326 0.9839 -2.0488
C: 1.5024 0.5985 -3.0034
C: 2.2163 1.4345 -3.8173
C: 3.1390 0.9173 -4.7507
C: 3.3542 -0.4242 -4.8655
C: 2.6697 -1.3164 -4.0118
C: 2.8410 -2.7151 -4.0482
C: 2.1526 -3.5056 -3.1729
C: 1.3142 -2.9013 -2.2258
N: 1.1300 -1.6047 -2.1546
C: 1.7656 -0.7975 -3.0594
C: -1.4486 3.9721 -1.4115
H: -3.4605 4.3962 1.2527
H: -2.6609 2.1089 1.7390
H: 0.2150 2.8124 -2.9188
H: 2.0876 2.5081 -3.7509
H: 3.6820 1.6071 -5.3831
H: 4.0561 -0.8174 -5.5907
H: 3.5200 -3.1481 -4.7735
H: 2.2546 -4.5819 -3.1812
H: 0.7830 -3.5045 -1.4969
H: -1.1051 4.4988 -2.2946
N: -0.6990 -1.8765 0.7837
C: -1.6247 -2.9773 0.5378
C: -1.6351 -4.0488 1.4236
C: -2.5115 -5.1042 1.2380
C: -3.3977 -5.0831 0.1667
C: -3.3853 -4.0155 -0.7150
C: -2.4978 -2.9477 -0.5565
P: -2.4133 -1.5811 -1.7815
C: -3.6991 -0.4067 -1.2425
C: -4.5127 -0.5902 -0.1296
C: -5.4644 0.3679 0.2069
C: -5.6188 1.5046 -0.5731
C: -4.8096 1.6953 -1.6873
C: -3.8473 0.7504 -2.0107
C: -3.1427 -2.3551 -3.2696
C: -2.3044 -3.1367 -4.0685
C: -2.7935 -3.7716 -5.1994
C: -4.1258 -3.6187 -5.5575
C: -4.9646 -2.8335 -4.7810
C: -4.4791 -2.2046 -3.6394
H: -1.1846 -1.1335 1.2914
H: 0.0473 -2.2040 1.3885
H: -0.9539 -4.0496 2.2683
H: -2.5073 -5.9351 1.9313
H: -4.0940 -5.8976 0.0159
H: -4.0687 -4.0144 -1.5563
H: -4.4149 -1.4836 0.4759
H: -6.0951 0.2159 1.0737
H: -6.3652 2.2444 -0.3128
H: -4.9222 2.5842 -2.2959
H: -3.2142 0.9043 -2.8791
H: -1.2589 -3.2485 -3.8035
H: -2.1344 -4.3781 -5.8079
H: -4.5080 -4.1082 -6.4440
H: -6.0030 -2.7098 -5.0602
H: -5.1438 -1.5973 -3.0388
C: 4.6463 -0.6736 -0.2073
Si: 3.5244 -0.9220 1.2878
C: 2.7850 -2.6502 1.1222
C: 4.4812 -0.9791 2.9106
H: 5.6909 -0.8654 0.0540
H: 4.5883 0.3401 -0.6120
H: 4.3728 -1.3665 -1.0096
H: 3.5835 -3.3373 1.4202
H: 2.5297 -2.8863 0.0875
H: 1.9282 -2.8863 1.7568
H: 5.4004 -1.5614 2.7914
H: 3.8736 -1.4763 3.6727
H: 4.7545 -0.0019 3.2995
C: 3.7391 4.2091 5.1416
C: 3.9173 3.0508 4.1669
C: 3.7870 3.4834 2.7104
C: 3.9024 2.3178 1.7217
Ge: 2.3232 1.1164 1.5755
C: 1.1223 1.0399 3.1309
C: 0.4081 2.3643 3.4121
C: -0.6732 2.2567 4.4859
C: -0.1237 1.9011 5.8645
H: 3.8391 3.8828 6.1773
H: 2.7514 4.6649 5.0286
H: 4.4826 4.9890 4.9644
H: 3.1852 2.2718 4.3891
H: 4.9007 2.5911 4.3125
H: 4.5688 4.2201 2.4967
H: 2.8380 4.0116 2.5697
H: 4.7861 1.7265 1.9548
H: 4.0529 2.6990 0.7078
H: 1.5041 1.7139 0.4192
H: 1.6875 0.6917 3.9975
H: 0.3722 0.2683 2.9199
H: -0.0414 2.7355 2.4864
H: 1.1381 3.1192 3.7217
H: -1.4117 1.5077 4.1761
H: -1.2072 3.2092 4.5428
H: 0.3416 0.9136 5.8733
H: -0.9124 1.8966 6.6175
H: 0.6316 2.6266 6.1787

Forces on atoms 1 to 3 (eV/Å):
-0.3975 -0.1240 -0.3027
0.0038 -0.0076 0.0096
-0.0424 0.0458 0.0365

## Properties
ΔE to the lowest compared entry with this formula, charge and spin = 0.0 kcal/mol
2S+1 = 5
LUMO energy (alpha / beta) = -3.333 / -3.306 eV
total charge = +1
Kohn-Sham gap (alpha / beta) = 6.6 / 7.0 eV

Löwdin population analysis, charges in e, atoms 1 to 5:
1. Cr 0.625
2. Cl 0.677
3. C -0.671
4. C -0.072
5. C -0.008

=====

Number 1: DFT total energy -21147.138 eV. Number 2: DFT total energy -172190.226 eV. Number 3: DFT total energy -4341.511 eV. Number 4: DFT total energy -614462.230 eV. Number 5: DFT total energy -168684.735 eV.